11
Properties=species:S:1:pos:R:3:forces:R:3:mulliken_charge:R:1 method="wB97M-V/def2-TZVPD" orbital_gap_ev="6.135 / 6.538" homo_energy_ha="-0.491 / -0.494" lumo_energy_ev="-7.22 / -6.90" charge=+1
N 1.25711 1.04085 -0.08098 3.6 -1.4 -0.5 0.40
H -1.99664 -1.12598 -0.15077 0.3 0.4 0.7 0.34
C -1.04657 -0.61771 0.11080 -1.4 -1.2 -1.2 0.23
N 0.80388 -2.16001 0.22606 1.0 -0.3 1.2 -0.40
C 0.13897 1.52618 0.04469 -2.0 1.8 1.4 0.17
H 1.53438 -2.46098 -0.47924 -1.2 0.1 0.1 0.33
O 2.30976 0.53406 -0.08850 -0.9 0.7 0.0 -0.29
H -1.95652 1.35511 0.17804 0.6 -0.9 0.1 0.34
H 0.03823 2.60522 0.30077 0.5 -0.5 -0.6 0.37
N -0.05282 -1.44763 -0.21019 0.7 1.2 -1.2 0.11
C -1.02979 0.75089 0.14933 -1.1 0.1 0.0 -0.59